[1]
Entry from OMol25: 4 unconnected molecules or ions with the total composition C33H65F2N3O15 at a distorted geometry (ωB97M-V with the def2-TZVPD basis set).

```
! RIJCOSX wB97M-V def2-TZVPD def2/J DEFGRID3
* xyz 0 1
C -1.127 -4.194 3.760
C -0.436 -5.007 2.631
C -1.087 -4.857 1.223
C -1.303 -6.325 0.719
C -2.539 -7.026 1.250
F -2.723 -6.917 2.628
C -2.464 -4.161 1.255
C -3.172 -4.168 -0.130
C -4.656 -4.490 -0.048
O -5.226 -4.826 -1.006
O -5.322 -4.419 1.160
O -0.282 -4.276 0.198
C 0.426 -3.132 0.480
F -0.100 -2.306 1.442
C 1.970 -3.442 0.750
N 2.203 -4.902 0.633
C 0.404 -2.295 -0.840
C 0.684 -3.152 -2.090
C 1.781 -2.460 -2.958
N 1.529 -2.590 -4.408
O -0.790 -1.543 -0.952
C -0.596 -0.140 -1.036
C -1.840 0.546 -1.639
C -2.839 1.032 -0.581
C -3.450 -0.109 0.281
N -3.746 0.409 1.648
C -0.167 0.519 0.281
C 0.362 1.955 0.061
C 1.489 2.268 1.078
C 1.110 1.843 2.506
C 1.839 2.661 3.609
O 0.874 3.335 4.437
C 0.333 2.502 5.367
C -1.162 2.254 5.319
O 0.975 2.010 6.209
H -2.088 -4.643 4.008
H -1.303 -3.156 3.472
H -0.468 -4.170 4.631
H 0.621 -4.739 2.666
H -0.497 -6.041 2.967
H -0.402 -6.899 0.946
H -1.383 -6.333 -0.374
H -3.472 -6.722 0.768
H -2.432 -8.095 1.035
H -3.105 -4.562 2.037
H -2.365 -3.103 1.512
H -2.674 -4.787 -0.870
H -3.138 -3.146 -0.526
H -5.491 -5.340 1.413
H 2.227 -3.093 1.751
H 2.578 -2.994 -0.037
H 2.732 -5.225 1.433
H 2.690 -5.123 -0.224
H 1.238 -1.588 -0.753
H 1.095 -4.129 -1.831
H -0.197 -3.281 -2.717
H 1.866 -1.392 -2.732
H 2.759 -2.903 -2.738
H 2.322 -3.034 -4.849
H 1.364 -1.683 -4.821
H 0.215 0.061 -1.757
H -2.334 -0.107 -2.364
H -1.476 1.432 -2.170
H -3.666 1.516 -1.120
H -2.439 1.802 0.072
H -4.380 -0.407 -0.210
H -2.741 -0.938 0.343
H -3.387 -0.235 2.342
H -4.751 0.501 1.730
H 0.698 -0.046 0.647
H -0.921 0.458 1.067
H 0.765 2.038 -0.953
H -0.412 2.714 0.215
H 1.720 3.338 1.039
H 2.392 1.749 0.732
H 1.344 0.790 2.677
H 0.036 2.006 2.640
H 2.433 1.979 4.224
H 2.537 3.382 3.183
H -1.527 2.211 6.344
H -1.680 3.033 4.758
H -1.373 1.276 4.879
C 6.981 -1.104 -4.638
O 6.458 0.198 -4.902
C 5.193 0.372 -4.510
O 4.497 -0.454 -3.975
O 4.833 1.620 -4.812
C 3.491 1.950 -4.447
H 8.006 -1.116 -5.000
H 6.982 -1.310 -3.569
H 6.410 -1.863 -5.171
H 3.354 1.866 -3.369
H 2.781 1.313 -4.974
H 3.319 2.983 -4.739
C 3.421 7.948 -2.026
O 4.711 7.965 -2.638
C 4.999 6.870 -3.345
O 4.280 5.915 -3.495
O 6.222 7.016 -3.858
C 6.665 5.908 -4.646
H 3.311 8.885 -1.487
H 2.638 7.882 -2.780
H 3.340 7.123 -1.320
H 6.011 5.761 -5.504
H 6.713 5.002 -4.044
H 7.663 6.148 -5.001
C -3.605 3.448 2.017
O -4.280 4.701 1.845
C -5.561 4.682 2.208
O -6.160 3.733 2.647
O -6.071 5.901 2.001
C -7.450 6.027 2.349
H -2.576 3.589 1.690
H -3.600 3.154 3.066
H -4.059 2.679 1.410
H -7.599 5.831 3.410
H -8.061 5.355 1.748
H -7.741 7.052 2.135
*
```

The calculation puts the total energy at -75891.634 eV. Its HOMO energy is -0.335 hartree. The SMILES is CC[C@@](CCF)(CCC(=O)O)O[C@@](F)(CN)[C@@H](CCN)O[C@@H](CCCN)CCCCCOC(C)=O.COC(=O)OC.COC(=O)OC.COC(=O)OC.

Mulliken atomic charge list, values in e, 99 entries: -1.23 -0.79 1.74 -1.55 -0.39 -0.31 -1.37 -0.21 0.08 -0.54 -0.49 -0.40 1.53 -0.25 -1.53 -0.40 -1.33 -0.95 -0.45 -0.59 0.02 0.23 -1.89 -0.27 0.54 -0.42 0.12 -0.98 -1.14 0.36 -0.85 -0.41 0.76 -0.85 -0.52 0.30 0.10 0.48 0.35 0.40 0.61 0.47 0.16 0.47 1.01 0.65 0.45 -0.34 0.35 0.58 0.45 0.23 0.24 0.61 0.45 0.19 0.07 0.41 0.29 0.24 0.55 0.42 0.48 0.75 -0.42 0.59 -0.98 0.17 0.29 0.59 -0.04 0.40 0.14 0.61 0.29 0.16 -0.03 0.39 0.43 0.39 0.24 0.19 -0.61 -0.34 0.77 -0.54 -0.29 -0.63 0.21 0.29 0.28 0.27 0.29 0.26 -0.60 -0.33 0.81 -0.54 -0.31

[2]
Entry from OMol25: a molecular structure, ClH12LiO6 at a distorted geometry (ωB97M-V with the def2-TZVPD basis set).

```
! RIJCOSX wB97M-V def2-TZVPD def2/J DEFGRID3
* xyz 0 1
Li 2.701 -1.736 -1.138
Cl 0.893 -0.249 -0.602
O 1.618 -1.026 2.509
H 0.721 -0.820 2.805
H 1.720 -0.534 1.680
O -2.169 -0.708 -2.008
H -2.859 -1.070 -1.442
H -1.366 -0.699 -1.460
O -0.374 2.179 -2.648
H -0.627 2.878 -2.037
H -0.023 1.472 -2.084
O 0.279 -3.365 0.877
H 0.294 -3.161 -0.063
H 0.781 -2.649 1.306
O -1.874 0.979 0.944
H -0.978 0.783 0.633
H -2.321 0.127 0.956
O 1.559 2.638 0.692
H 1.271 1.800 0.287
H 0.754 3.161 0.792
*
```

The calculation puts the total energy at -25208.868 eV. Its HOMO energy is -0.394 hartree.

For reference, the natural (NBO) charges in units of e are: 0.97 -0.93 -0.96 0.48 0.48 -0.94 0.46 0.47 -0.94 0.46 0.47 -0.95 0.46 0.49 -0.94 0.47 0.47 -0.96 0.47 0.47

[3]
Entry from OMol25: a molecular structure, C41H56IN7O4P3PbS (ωB97M-V with the def2-TZVPD basis set).

```
! RIJCOSX wB97M-V def2-TZVPD def2/J DEFGRID3
* xyz 1 1
Pb -0.676 0.003 -0.343
I -1.978 2.471 -1.539
C -0.570 2.511 -3.077
C -0.796 3.397 -4.083
C 0.138 3.481 -5.142
C 1.247 2.693 -5.122
C 1.489 1.782 -4.061
C 2.680 1.015 -4.046
C 2.932 0.156 -3.021
C 1.985 0.003 -1.985
C 0.814 0.708 -1.945
C 0.556 1.643 -2.996
H -1.670 4.033 -4.078
H -0.031 4.182 -5.949
H 1.979 2.760 -5.918
H 3.384 1.131 -4.861
H 3.847 -0.424 -3.007
H 2.206 -0.722 -1.207
C -2.079 0.826 5.041
N -1.702 0.141 3.815
C -2.808 -0.459 3.078
P -0.174 -0.379 3.568
O -0.026 -1.091 2.283
O 0.755 0.941 3.673
P 1.179 1.896 2.449
O 0.345 1.621 1.258
N 1.029 3.400 3.058
C 0.908 3.656 4.490
C 0.403 4.431 2.223
N 2.782 1.576 2.229
C 3.109 0.295 1.598
C 3.704 1.942 3.300
N 0.316 -1.141 4.950
C 1.748 -1.332 5.181
C -0.445 -2.365 5.226
H -2.732 1.670 4.807
H -1.201 1.202 5.563
H -2.614 0.151 5.716
H -3.475 0.322 2.705
H -3.388 -1.125 3.727
H -2.435 -1.033 2.237
H 1.413 2.893 5.078
H -0.142 3.688 4.797
H 1.365 4.620 4.719
H 0.589 4.240 1.169
H 0.844 5.395 2.479
H -0.674 4.473 2.405
H 2.459 0.122 0.746
H 3.023 -0.547 2.290
H 4.137 0.338 1.229
H 3.516 2.962 3.629
H 4.726 1.890 2.918
H 3.643 1.265 4.159
H 2.285 -0.400 5.038
H 2.174 -2.096 4.521
H 1.896 -1.652 6.213
H -1.514 -2.179 5.116
H -0.262 -2.668 6.257
H -0.162 -3.181 4.555
C -5.584 -5.061 0.678
C -5.429 -3.581 0.330
C -4.016 -3.165 0.317
N -2.897 -2.906 0.306
H -6.637 -5.334 0.659
H -5.191 -5.271 1.672
H -5.049 -5.682 -0.038
H -5.962 -2.950 1.041
H -5.844 -3.371 -0.657
C 5.622 4.615 1.171
N 4.440 3.952 0.668
C 3.653 4.416 -0.323
N 4.070 5.553 -0.925
S 2.235 3.627 -0.752
H 6.017 4.038 2.004
H 5.402 5.623 1.533
H 6.407 4.670 0.414
H 4.037 3.174 1.170
H 4.988 5.932 -0.782
H 3.552 5.849 -1.734
O -0.055 -2.207 -1.563
P -0.671 -2.781 -2.805
C 0.580 -3.164 -4.037
C 1.915 -3.071 -3.659
C 2.918 -3.394 -4.565
C 2.588 -3.804 -5.847
C 1.254 -3.899 -6.230
C 0.253 -3.583 -5.327
C -1.568 -4.312 -2.513
C -2.589 -4.746 -3.357
C -3.199 -5.973 -3.139
C -2.781 -6.773 -2.083
C -1.765 -6.343 -1.240
C -1.161 -5.113 -1.449
C -1.833 -1.631 -3.546
C -1.454 -0.783 -4.587
C -2.338 0.178 -5.057
C -3.596 0.303 -4.487
C -3.975 -0.526 -3.437
C -3.097 -1.488 -2.966
H 2.158 -2.743 -2.657
H 3.956 -3.325 -4.269
H 3.369 -4.053 -6.553
H 0.998 -4.223 -7.230
H -0.784 -3.665 -5.631
H -2.921 -4.124 -4.179
H -3.992 -6.308 -3.795
H -3.250 -7.735 -1.918
H -1.448 -6.966 -0.414
H -0.389 -4.757 -0.778
H -0.467 -0.864 -5.025
H -2.038 0.836 -5.862
H -4.284 1.053 -4.856
H -4.955 -0.421 -2.990
H -3.389 -2.137 -2.147
*
```

The calculation puts the total energy at -114099.238 eV. Its HOMO energy is -0.353 hartree.

natural (NBO) atomic charge list, values in e, 99 entries: 1.39 0.21 -0.13 -0.25 -0.22 -0.17 -0.09 -0.13 -0.23 -0.23 -0.58 -0.04 0.23 0.22 0.22 0.21 0.21 0.20 -0.40 -0.82 -0.41 2.50 -1.12 -1.12 2.56 -1.16 -0.83 -0.40 -0.41 -0.81 -0.41 -0.43 -0.80 -0.41 -0.42 0.20 0.22 0.19 0.19 0.18 0.25 0.21 0.19 0.20 0.26 0.20 0.18 0.23 0.19 0.21 0.22 0.20 0.19 0.21 0.19 0.21 0.21 0.21 0.20 -0.59 -0.51 0.31 -0.35 0.22 0.22 0.22 0.25 0.25 -0.43 -0.61 0.31 -0.80 -0.31 0.22 0.20 0.20 0.43 0.39 0.42 -1.15 1.98 -0.46 -0.16 -0.21 -0.18 -0.23 -0.12 -0.45 -0.18 -0.22 -0.19 -0.23 -0.10 -0.47 -0.17 -0.20 -0.18 -0.23 -0.14

What did the second record say?
Entry from OMol25: a molecular structure, ClH12LiO6 at a distorted geometry (ωB97M-V with the def2-TZVPD basis set).

```
! RIJCOSX wB97M-V def2-TZVPD def2/J DEFGRID3
* xyz 0 1
Li 2.701 -1.736 -1.138
Cl 0.893 -0.249 -0.602
O 1.618 -1.026 2.509
H 0.721 -0.820 2.805
H 1.720 -0.534 1.680
O -2.169 -0.708 -2.008
H -2.859 -1.070 -1.442
H -1.366 -0.699 -1.460
O -0.374 2.179 -2.648
H -0.627 2.878 -2.037
H -0.023 1.472 -2.084
O 0.279 -3.365 0.877
H 0.294 -3.161 -0.063
H 0.781 -2.649 1.306
O -1.874 0.979 0.944
H -0.978 0.783 0.633
H -2.321 0.127 0.956
O 1.559 2.638 0.692
H 1.271 1.800 0.287
H 0.754 3.161 0.792
*
```

The calculation puts the total energy at -25208.868 eV. Its HOMO energy is -0.394 hartree.

For reference, the natural (NBO) charges in units of e are: 0.97 -0.93 -0.96 0.48 0.48 -0.94 0.46 0.47 -0.94 0.46 0.47 -0.95 0.46 0.49 -0.94 0.47 0.47 -0.96 0.47 0.47